Entry 1
Here is the molecule C3H10N2S from the OMol25 dataset. Energies are from ωB97M-V with the def2-TZVPD basis set.

Last columns: bonded neighbours and bond lengths (Å).
Cartesian coordinates (Å):
1 H -0.75328 1.03845 -1.22736  C3 1.088
2 H -1.81070 1.05612 1.09161  C16 1.088
3 C -0.71163 0.22148 -0.51021  H1 1.088, H7 1.092, N15 1.466, C16 1.525
4 H 3.52022 -0.96429 0.52048  N8 0.997
5 S -3.57588 0.30006 -0.36679  H14 1.341, C16 1.809
6 H 1.17304 -1.66436 0.46810  C9 1.102
7 H -0.68508 -0.68472 -1.11817  C3 1.092
8 N 2.77192 -0.30699 0.47642  H4 0.997, C9 1.448, H12 1.000
9 C 1.47608 -0.72267 -0.01807  H6 1.102, N8 1.448, H13 1.094, N15 1.446
10 H 0.93010 1.18798 0.31241  N15 1.009
11 H -1.92768 -0.66355 1.01142  C16 1.083
12 H 2.75089 0.48548 1.08551  N8 1.000
13 H 1.53800 -0.93263 -1.09019  C9 1.094
14 H -3.25007 1.14211 -1.35781  S5 1.341
15 N 0.49157 0.27914 0.32514  C3 1.466, C9 1.446, H10 1.009
16 C -1.93748 0.22839 0.39753  H2 1.088, C3 1.525, S5 1.809, H11 1.083

Calculated values
charge = 0
gap between HOMO and LUMO = 9.8 eV

=====

Entry 2
Here is the molecule C3H10N2S from the OMol25 dataset. Energies are from ωB97M-V with the def2-TZVPD basis set.

Last columns: bonded neighbours and bond lengths (Å).
Cartesian coordinates (Å):
1 C 1.35667 0.38225 0.62815  H2 1.089, H8 1.089, S11 1.840, C12 1.522
2 H 1.91313 -0.54169 0.78005  C1 1.089
3 N -0.84067 1.19594 -0.24082  H6 1.018, C12 1.463, H15 1.015
4 H -2.42001 -0.77522 -0.35163  N14 1.020
5 H 2.29095 2.59613 0.41110  S11 1.338
6 H -1.46257 1.01083 -1.02461  N3 1.018
7 H -0.73230 -1.23292 1.23534  C9 1.088
8 H 1.16950 0.81419 1.61044  C1 1.089
9 C -0.51902 -1.21187 0.16872  H7 1.088, H10 1.088, C12 1.516, N14 1.470
10 H 0.17295 -2.01775 -0.06753  C9 1.088
11 S 2.59992 1.45073 -0.20827  C1 1.840, H5 1.338
12 C 0.12890 0.10066 -0.22574  C1 1.522, N3 1.463, C9 1.516, H13 1.102
13 H 0.55005 -0.04523 -1.23404  C12 1.102
14 N -1.71713 -1.45282 -0.64775  H4 1.020, C9 1.470, H16 1.016
15 H -0.36833 2.05170 -0.51460  N3 1.015
16 H -2.12205 -2.32495 -0.31883  N14 1.016

Calculated values
charge = 0
gap between HOMO and LUMO = 10.2 eV

=====

Short version: entry 1 is the least stable of them.

=====

Entry 1
Here is the molecule C17H20ClN3O from the OMol25 dataset. Energies are from ωB97M-V with the def2-TZVPD basis set.

Last columns: bonded neighbours and bond lengths (Å).
Cartesian coordinates (Å):
1 H 7.13052 -2.51989 -0.54109  C16 1.079
2 C 6.38414 -1.08562 0.98205  H11 1.079, C16 1.499, H20 1.079, C25 1.498
3 C 4.84715 -1.04605 -1.11487  C4 1.481, H22 1.093, C25 1.517, H27 1.090
4 C 4.03479 0.17146 -0.88581  C3 1.481, N8 1.300, N40 1.369
5 C 1.16536 2.00560 0.19382  N18 1.435, C26 1.498, H30 1.096, H32 1.097
6 C -0.40633 0.26126 -0.50562  C12 1.538, N18 1.452, H24 1.092, H31 1.099
7 H -2.21807 1.77127 0.96606  C17 1.079
8 N 4.45390 1.38355 -1.09984  C4 1.300, O33 1.365
9 H -1.57921 -0.39491 2.36877  C41 1.089
10 H 4.37786 -2.00666 0.78868  C25 1.083
11 H 6.91775 -0.25794 0.54013  C2 1.079
12 C -1.38453 -0.67651 0.22098  C6 1.538, H29 1.091, C34 1.504, C41 1.548
13 H -3.67048 -1.93225 -0.57554  C42 1.079
14 Cl -6.43826 -1.40584 -0.78362  C35 1.732
15 H 6.52190 -3.30768 0.96695  C16 1.079
16 C 6.50756 -2.43228 0.33585  H1 1.079, C2 1.499, H15 1.079, C25 1.498
17 C -3.04374 1.16210 0.63222  H7 1.079, C34 1.391, C37 1.382
18 N 0.10942 1.10479 0.55746  C5 1.435, C6 1.452, C36 1.454
19 H -6.39765 1.26341 0.18375  C38 1.078
20 H 6.31734 -1.03420 2.05812  C2 1.079
21 H -0.53826 -1.75244 1.93733  C41 1.088
22 H 4.25847 -1.76138 -1.69411  C3 1.093
23 H -4.52111 2.67210 0.95803  C37 1.080
24 H -0.90234 0.87278 -1.26216  C6 1.092
25 C 5.23038 -1.65922 0.21818  C2 1.498, C3 1.517, H10 1.083, C16 1.498
26 C 2.43902 1.38884 -0.29699  C5 1.498, O33 1.339, N40 1.297
27 H 5.73822 -0.76614 -1.67627  C3 1.090
28 H 1.31059 -0.36807 1.49390  C36 1.099
29 H -1.37737 -1.66377 -0.24374  C12 1.091
30 H 0.79845 2.67737 -0.59096  C5 1.096
31 H 0.39172 -0.32582 -0.98227  C6 1.099
32 H 1.41224 2.62371 1.06543  C5 1.097
33 O 3.42167 2.19332 -0.72189  N8 1.365, C26 1.339
34 C -2.78827 -0.13600 0.20157  C12 1.504, C17 1.391, C42 1.387
35 C -5.13139 -0.41028 -0.23665  Cl14 1.732, C38 1.384, C42 1.385
36 C 0.38502 0.19978 1.66123  N18 1.454, H28 1.099, H39 1.092, C41 1.531
37 C -4.33174 1.66290 0.62392  C17 1.382, H23 1.080, C38 1.385
38 C -5.38957 0.88019 0.19075  H19 1.078, C35 1.384, C37 1.385
39 H 0.47867 0.76743 2.58927  C36 1.092
40 N 2.76432 0.13591 -0.37836  C4 1.369, C26 1.297
41 C -0.82446 -0.73926 1.66291  H9 1.089, C12 1.548, H21 1.088, C36 1.531
42 C -3.84423 -0.92243 -0.23590  H13 1.079, C34 1.387, C35 1.385

Calculated values
charge = 0
gap between HOMO and LUMO = 9.5 eV

=====

Entry 2
Here is the molecule C17H20ClN3O from the OMol25 dataset. Energies are from ωB97M-V with the def2-TZVPD basis set.

Last columns: bonded neighbours and bond lengths (Å).
Cartesian coordinates (Å):
1 C 3.35365 -0.32432 5.94208  H14 1.090, C25 1.400, C27 1.399
2 H 4.49905 -2.15910 5.93768  C27 1.090
3 H -0.51030 2.18854 0.84555  C15 1.108
4 H 0.65475 -2.35130 4.02152  C11 1.083
5 H -1.77299 1.86673 3.06077  C29 1.117
6 C 1.24145 -0.43293 4.77529  C11 1.376, O13 1.373, C25 1.408
7 N -1.35583 -1.23543 -3.15828  C10 1.486, H31 1.025, C32 1.423
8 H -2.19667 -0.41740 -7.64039  C9 1.083
9 C -1.62884 -0.16334 -6.75362  H8 1.083, C18 1.404, C41 1.378
10 C -0.58722 -1.01581 -1.90541  N7 1.486, C17 1.529, H19 1.108, H35 1.091
11 C 1.41851 -1.77478 4.52859  H4 1.083, C6 1.376, C23 1.380
12 C 0.04600 1.11027 -5.67056  C20 1.404, H40 1.091, C41 1.396
13 O 0.08808 0.11515 4.27110  C6 1.373, C42 1.441
14 H 4.15138 0.22209 6.44625  C1 1.090
15 C -1.25506 1.38808 1.02385  H3 1.108, N24 1.482, H26 1.115, C29 1.518
16 H 0.65581 1.75329 3.11282  C42 1.100
17 C -1.03518 0.22329 -1.12896  C10 1.529, N24 1.297, N33 1.380
18 C -1.82435 -0.90367 -5.57669  C9 1.404, C32 1.423, H38 1.093
19 H 0.48726 -0.95394 -2.16952  C10 1.108
20 C -0.12548 0.39913 -4.47228  C12 1.404, H21 1.098, C32 1.384
21 H 0.45023 0.76770 -3.61252  C20 1.098
22 H 0.76022 0.20212 2.29709  C42 1.094
23 C 2.53860 -2.41160 5.02166  C11 1.380, C27 1.411, H36 1.101
24 N -0.98582 0.20853 0.16745  C15 1.482, C17 1.297
25 C 2.17915 0.30881 5.51921  C1 1.400, C6 1.408, Cl37 1.767
26 H -2.24267 1.81566 0.73040  C15 1.115
27 C 3.55069 -1.68481 5.68440  C1 1.399, H2 1.090, C23 1.411
28 H -0.64722 1.54720 -7.67188  C41 1.095
29 C -1.29629 1.02809 2.49841  H5 1.117, C15 1.518, H39 1.083, C42 1.550
30 H -1.67611 1.24126 -2.74859  N33 1.013
31 H -2.01823 -2.01617 -3.20689  N7 1.025
32 C -1.08841 -0.59233 -4.39951  N7 1.423, C18 1.423, C20 1.384
33 N -1.47414 1.36693 -1.76349  C17 1.380, H30 1.013, H34 1.005
34 H -1.98609 2.03959 -1.21938  N33 1.005
35 H -0.71636 -1.87186 -1.24219  C10 1.091
36 H 2.60281 -3.50929 4.96330  C23 1.101
37 Cl 1.98730 2.03024 5.86651  C25 1.767
38 H -2.50750 -1.75725 -5.57996  C18 1.093
39 H -1.89780 0.14055 2.64852  C29 1.083
40 H 0.75939 1.93482 -5.63982  C12 1.091
41 C -0.74691 0.89400 -6.79851  C9 1.378, C12 1.396, H28 1.095
42 C 0.15116 0.78325 2.99600  O13 1.441, H16 1.100, H22 1.094, C29 1.550

Calculated values
charge = 0
gap between HOMO and LUMO = 8.9 eV

=====

Short version: entry 1 is the least stable of them.

=====

Entry 1
Here is a 2-piece molecular cluster, C2H8N2S overall from the OMol25 dataset. Energies are from ωB97M-V with the def2-TZVPD basis set.

Last columns: bonded neighbours and bond lengths (Å).
Cartesian coordinates (Å):
1 H -0.50424 1.46936 -4.53753  N12 1.005
2 H 3.42330 -1.77616 2.15481  C4 1.079
3 H -3.07453 1.09131 -5.08686  C10 1.091
4 C 2.93641 -0.91364 2.58317  H2 1.079, S7 1.865, H9 1.096, H11 1.089
5 H -4.18638 0.90025 -3.24635  N6 1.017
6 N -3.19865 0.81709 -3.01964  H5 1.017, C10 1.437, H13 1.011
7 S 1.72808 -1.31558 3.94576  C4 1.865, H8 1.348
8 H 2.68236 -1.63124 4.84415  S7 1.348
9 H 2.35127 -0.25888 1.92670  C4 1.096
10 C -2.46471 1.21339 -4.18990  H3 1.091, N6 1.437, N12 1.256
11 H 3.72644 -0.34580 3.07266  C4 1.089
12 N -1.37584 1.84002 -4.20210  H1 1.005, C10 1.256
13 H -3.01489 1.32299 -2.16433  N6 1.011

Calculated values
charge = 0
gap between HOMO and LUMO = 9.6 eV

=====

Entry 2
Here is a 2-piece molecular cluster, C2H8N2S overall from the OMol25 dataset. Energies are from ωB97M-V with the def2-TZVPD basis set.

Last columns: bonded neighbours and bond lengths (Å).
Cartesian coordinates (Å):
1 C 0.07331 -1.79002 0.95698  N5 1.357, N8 1.274, H13 1.073
2 H 1.93238 -1.43199 1.34361  N8 1.003
3 H -1.01801 -0.71048 -0.30804  N5 1.006
4 H -1.09675 2.19449 -0.62370  C6 1.101
5 N -0.99993 -1.60688 0.14769  C1 1.357, H3 1.006, H10 1.006
6 C -0.13314 2.18448 -1.15575  H4 1.101, H9 1.087, S11 1.795, H12 1.088
7 H 1.02667 0.29213 0.29283  S11 1.487
8 N 1.13524 -1.09727 0.83477  C1 1.274, H2 1.003
9 H -0.30394 1.54288 -2.01632  C6 1.087
10 H -1.88139 -1.84430 0.56970  N5 1.006
11 S 1.26723 1.69190 -0.14693  C6 1.795, H7 1.487
12 H 0.00385 3.19893 -1.52329  C6 1.088
13 H -0.00551 -2.62387 1.62845  C1 1.073

Calculated values
charge = 0
gap between HOMO and LUMO = 8.4 eV

=====

Entry 3
Here is the molecule C2H8N2S from the OMol25 dataset. Energies are from ωB97M-V with the def2-TZVPD basis set.

Last columns: bonded neighbours and bond lengths (Å).
Cartesian coordinates (Å):
1 C -1.31153 -0.63412 0.11560  H3 1.102, S8 1.839, H11 1.091, N12 1.431
2 C 1.98002 0.78740 0.18579  H6 1.088, N9 1.448, H10 1.099, H13 1.088
3 H -1.43775 -1.54538 -0.49192  C1 1.102
4 H 1.34810 -0.95919 -0.66492  N9 1.024
5 H -0.36002 0.49216 -1.29595  N12 1.023
6 H 1.60623 1.46316 0.95240  C2 1.088
7 H -3.63979 -0.67389 0.52261  S8 1.331
8 S -2.88968 0.30636 0.02358  C1 1.839, H7 1.331
9 N 1.01327 -0.27826 0.02284  C2 1.448, H4 1.024, N12 1.412
10 H 2.15679 1.36302 -0.73303  C2 1.099
11 H -1.12519 -0.90443 1.15618  C1 1.091
12 N -0.25872 0.23548 -0.31117  C1 1.431, H5 1.023, N9 1.412
13 H 2.91827 0.34768 0.51799  C2 1.088

Calculated values
charge = 0
gap between HOMO and LUMO = 10.0 eV

=====

Short version: entry 1 is the least stable of them.

=====

Entry 1
Here is a 2-piece molecular cluster, C6H11NOS overall from the OMol25 dataset. Energies are from ωB97M-V with the def2-TZVPD basis set.

Last columns: bonded neighbours and bond lengths (Å).
Cartesian coordinates (Å):
1 O -3.66548 0.96241 0.41534  C2 1.152
2 C -3.10136 0.20780 -0.24792  O1 1.152, C13 1.284
3 H -0.61832 -2.85772 0.55688  N11 0.964
4 H -1.75707 -0.11703 -1.68024  C13 1.057
5 H -0.38379 2.37445 1.90067  C7 1.079
6 C 1.84032 -1.39922 -0.99426  C8 1.510, H10 1.110, H18 1.117, H20 1.129
7 C 0.58919 2.44811 1.43904  H5 1.079, H12 1.146, C17 1.525, H19 1.071
8 C 0.74335 -1.64893 0.01269  C6 1.510, N11 1.250, S14 1.749
9 H 1.53948 1.14966 -0.18337  C17 1.114
10 H 1.79456 -0.42153 -1.51872  C6 1.110
11 N 0.12599 -2.73428 -0.04378  H3 0.964, C8 1.250
12 H 1.23863 2.34878 2.37745  C7 1.146
13 C -2.33941 -0.57233 -0.92498  C2 1.284, H4 1.057, H16 1.016
14 S 0.42204 -0.35842 1.14879  C8 1.749, C17 1.846
15 H -0.20974 1.30543 -0.30778  C17 1.092
16 H -2.58051 -1.53884 -1.12515  C13 1.016
17 C 0.61305 1.32278 0.41064  C7 1.525, H9 1.114, S14 1.846, H15 1.092
18 H 1.82770 -2.24817 -1.72076  C6 1.117
19 H 1.11217 3.21273 0.90129  C7 1.071
20 H 2.80921 -1.43567 -0.41583  C6 1.129

Calculated values
charge = 0
gap between HOMO and LUMO = 9.4 eV

=====

Entry 2
Here is a 2-piece molecular cluster, C6H11NOS overall from the OMol25 dataset. Energies are from ωB97M-V with the def2-TZVPD basis set.

Last columns: bonded neighbours and bond lengths (Å).
Cartesian coordinates (Å):
1 N 1.99004 -0.59511 -1.02333  H3 0.998, H14 0.970, C17 1.435
2 O -3.54733 -2.14155 -0.95206  C10 1.166
3 H 2.66573 -0.39664 -1.73008  N1 0.998
4 H -0.90511 3.26614 1.56733  C7 1.158
5 C -1.80799 -0.81064 0.20940  C10 1.316, C15 1.497, H18 1.079
6 H 0.22993 0.42904 0.70757  C19 1.154
7 C -0.09034 2.46671 1.37484  H4 1.158, H11 1.077, H16 1.132, C19 1.472
8 H 3.01825 -2.01811 0.00794  C17 1.164
9 H -2.55054 1.14407 0.81219  C15 1.045
10 C -2.73042 -1.56107 -0.35544  O2 1.166, C5 1.316
11 H 0.70910 3.13040 1.09251  C7 1.077
12 H 1.26739 -2.43052 -0.25453  C17 1.161
13 H 2.47964 -2.57417 -1.69845  C17 1.096
14 H 1.12774 -0.33588 -1.38495  N1 0.970
15 C -1.77196 0.68427 0.28861  C5 1.497, H9 1.045, C19 1.468, S20 1.793
16 H 0.21783 2.11261 2.40449  C7 1.132
17 C 2.19102 -1.99983 -0.81093  N1 1.435, H8 1.164, H12 1.161, H13 1.096
18 H -0.83168 -1.23156 0.39507  C5 1.079
19 C -0.47387 1.32614 0.52664  H6 1.154, C7 1.472, C15 1.468, S20 1.859
20 S -1.18744 1.53570 -1.17682  C15 1.793, C19 1.859

Calculated values
charge = 0
gap between HOMO and LUMO = 9.4 eV

=====

Short version: entry 2 is the least stable of them.